{"formula": "C3H11N", "method": "the ωB97M-V functional and the def2-TZVPD basis", "symbols": ["C", "H", "H", "H", "H", "C", "C", "N", "H", "H", "H", "H", "H", "H", "H"], "xyz": [[5.18, 0.78, -1.89], [4.59, 1.00, -2.79], [4.41, 0.90, -1.04], [5.70, -0.15, -1.73], [5.87, 1.57, -1.83], [-1.69, -0.81, 0.18], [-3.07, -0.46, 0.81], [-2.93, 0.15, 2.09], [-1.69, -1.71, -0.57], [-1.14, -0.83, 1.11], [-1.36, 0.04, -0.32], [-3.63, -1.30, 0.96], [-3.66, 0.13, 0.05], [-3.42, 1.03, 2.08], [-3.13, -0.34, 2.89]], "orbital_gap_ha": 0.378, "de_lowest_kj_mol": 116.9, "total_energy_ev": -4778.2843, "charge": 0, "e_lumo_ev": 1.20, "smiles": "CCN.C"}


{"formula": "C3H11N2", "method": "the ωB97M-V functional and the def2-TZVPD basis", "symbols": ["C", "N", "C", "N", "C", "H", "H", "H", "H", "H", "H", "H", "H", "H", "H", "H"], "xyz": [[-1.16, -0.53, 0.66], [-0.28, 0.18, 1.72], [-0.94, 0.52, -0.47], [0.52, 0.57, -0.75], [1.49, -0.42, -1.32], [-2.19, -0.65, 0.96], [-0.82, -1.52, 0.46], [-0.50, 1.08, 2.27], [0.05, -0.47, 2.49], [-1.42, 1.46, -0.26], [-1.47, 0.10, -1.41], [0.61, 1.44, -1.19], [0.58, 0.40, 1.10], [2.19, 0.01, -2.13], [1.16, -1.40, -1.56], [2.19, -0.78, -0.55]], "orbital_gap_ha": [0.152, 0.372], "spin_multiplicity": 2, "de_lowest_kj_mol": 282.2, "total_energy_ev": -6264.7558, "charge": 0, "e_lumo_ev": [0.88, 0.68], "s2": 0.751}


{"formula": "C3H11N2", "method": "the ωB97M-V functional and the def2-TZVPD basis", "symbols": ["C", "C", "C", "N", "N", "H", "H", "H", "H", "H", "H", "H", "H", "H", "H", "H"], "xyz": [[-2.23, -1.27, -0.17], [2.36, 1.49, 0.45], [-0.89, -0.67, -0.13], [-0.04, -0.75, -1.20], [-0.55, 0.01, 0.91], [-2.88, -0.90, -1.10], [-2.19, -2.42, -0.37], [-2.70, -0.99, 0.75], [2.44, 0.78, -0.27], [3.26, 1.76, 0.89], [1.69, 1.12, 1.19], [0.61, -0.04, -1.46], [-0.16, -1.41, -1.97], [0.44, 0.41, 0.79], [-1.16, 0.34, 1.59], [1.99, 2.53, 0.11]], "orbital_gap_ha": 0.445, "de_lowest_kj_mol": 79.8, "total_energy_ev": -6262.7545, "charge": 1, "e_lumo_ev": -3.80}


{"formula": "C3H11N2", "method": "the ωB97M-V functional and the def2-TZVPD basis", "symbols": ["C", "N", "H", "H", "H", "H", "H", "H", "C", "C", "N", "H", "H", "H", "H", "H"], "xyz": [[-2.50, -0.28, 0.59], [-1.06, -0.29, 1.11], [-3.24, -0.96, 1.06], [-2.86, 0.72, 0.78], [-2.46, -0.60, -0.40], [-0.97, -1.15, 1.45], [-0.93, 0.40, 1.90], [-0.33, 0.05, 0.36], [2.27, -0.88, -0.73], [2.06, 0.41, -1.03], [0.96, 1.16, -0.61], [1.58, -1.50, -0.18], [3.21, -1.38, -0.89], [2.75, 0.76, -1.71], [0.31, 1.43, -1.40], [1.22, 2.11, -0.30]], "orbital_gap_ha": 0.370, "de_lowest_kj_mol": 192.6, "total_energy_ev": -6261.5852, "charge": 1, "e_lumo_ev": -3.40}


{"formula": "C3H11N2", "method": "the ωB97M-V functional and the def2-TZVPD basis", "symbols": ["C", "N", "H", "H", "H", "H", "C", "N", "C", "H", "H", "H", "H", "H", "H", "H"], "xyz": [[0.34, 1.21, -2.19], [0.30, 1.86, -1.11], [0.63, 1.62, -3.17], [0.22, 0.13, -2.20], [-0.37, 0.44, -0.08], [0.39, 2.85, -1.34], [-1.25, -1.40, 0.68], [-0.35, -0.18, 0.76], [1.04, -0.46, 1.20], [-0.61, -2.25, 0.49], [-1.74, -1.50, 1.65], [-2.00, -1.19, -0.07], [-0.76, 0.41, 1.49], [1.57, -1.05, 0.46], [1.02, -1.01, 2.14], [1.54, 0.50, 1.30]], "orbital_gap_ha": 0.443, "de_lowest_kj_mol": 114.0, "total_energy_ev": -6262.4000, "charge": 1, "e_lumo_ev": -3.01}


{"formula": "C3H11N2", "method": "the ωB97M-V functional and the def2-TZVPD basis", "symbols": ["C", "N", "C", "N", "C", "H", "H", "H", "H", "H", "H", "H", "H", "H", "H", "H"], "xyz": [[0.75, 1.03, -0.48], [-0.11, 0.76, -1.63], [1.04, -0.31, 0.18], [-0.27, -1.05, 0.27], [-1.17, -0.53, 1.34], [1.69, 1.52, -0.73], [0.23, 1.72, 0.17], [0.42, 0.51, -2.46], [-0.69, 1.56, -1.87], [1.67, -0.88, -0.49], [1.47, -0.25, 1.17], [-0.09, -2.03, 0.42], [-0.69, -0.82, -0.65], [-2.05, -1.17, 1.40], [-0.64, -0.52, 2.28], [-1.54, 0.45, 1.07]], "orbital_gap_ha": 0.425, "de_lowest_kj_mol": 25.8, "total_energy_ev": -6263.3145, "charge": 1, "e_lumo_ev": -3.05, "smiles": "C[NH2+]CCN"}


{"formula": "C3H11N2", "method": "the ωB97M-V functional and the def2-TZVPD basis", "symbols": ["C", "C", "C", "N", "N", "H", "H", "H", "H", "H", "H", "H", "H", "H", "H", "H"], "xyz": [[-0.92, 0.85, 2.46], [1.02, -0.03, -0.49], [-0.06, -0.63, -1.35], [0.60, -1.33, -2.44], [-0.72, 0.94, 1.04], [-0.85, -0.19, 2.79], [-1.95, 1.12, 2.73], [1.48, 0.84, -0.97], [1.82, -0.74, -0.24], [-0.68, 0.12, -1.85], [-0.77, -1.23, -0.76], [-0.01, -1.90, -3.00], [1.54, -1.66, -2.30], [0.19, 0.43, 0.52], [-0.44, 1.90, 0.81], [-0.25, 1.49, 3.04]], "orbital_gap_ha": 0.196, "de_lowest_kj_mol": 548.8, "total_energy_ev": -6257.8938, "charge": 1, "e_lumo_ev": -8.08}


{"formula": "C3H11N2O", "method": "the ωB97M-V functional and the def2-TZVPD basis", "symbols": ["C", "C", "N", "H", "H", "H", "H", "H", "H", "H", "N", "C", "O", "H", "H", "H", "H"], "xyz": [[-1.21, 1.73, 0.07], [-1.76, 0.42, -0.48], [-1.24, 0.22, -1.83], [-1.34, 2.52, -0.68], [-1.75, 2.05, 0.96], [-0.15, 1.63, 0.29], [-1.44, -0.39, 0.19], [-2.85, 0.48, -0.49], [-0.25, -0.02, -1.68], [-1.66, -0.62, -2.22], [1.69, -1.78, 1.49], [1.99, -0.61, 0.57], [1.14, -0.56, -0.46], [2.56, -2.13, 1.86], [1.30, -2.51, 0.91], [1.92, 0.28, 1.23], [3.06, -0.71, 0.27]], "orbital_gap_ha": 0.267, "de_lowest_kj_mol": 15.0, "total_energy_ev": -8316.9311, "charge": -1, "e_lumo_ev": 4.48}


{"formula": "C3H11N2O", "method": "the ωB97M-V functional and the def2-TZVPD basis", "symbols": ["C", "C", "C", "N", "N", "H", "H", "H", "H", "H", "H", "H", "H", "H", "H", "H", "O"], "xyz": [[1.45, 0.29, -1.53], [0.44, 0.10, -0.45], [-0.75, 0.70, -0.32], [-1.22, 1.66, -1.15], [0.82, -0.90, 0.59], [1.90, 1.29, -1.47], [1.04, 0.19, -2.53], [2.28, -0.41, -1.47], [-1.30, 0.53, 0.59], [-0.69, 1.88, -1.98], [-2.19, 1.92, -1.12], [1.72, -0.62, 0.97], [0.92, -1.83, 0.19], [0.19, -0.90, 1.42], [-2.17, -0.93, 2.47], [-1.16, -1.61, 3.36], [-1.29, -1.35, 2.44]], "orbital_gap_ha": 0.342, "de_lowest_kj_mol": 105.7, "total_energy_ev": -8310.6972, "charge": 1, "e_lumo_ev": -3.11}


{"formula": "C3H11N2O", "method": "the ωB97M-V functional and the def2-TZVPD basis", "symbols": ["C", "C", "C", "N", "N", "O", "H", "H", "H", "H", "H", "H", "H", "H", "H", "H", "H"], "xyz": [[0.26, -0.04, -1.43], [1.36, 0.43, 0.68], [-1.04, 0.36, 0.58], [0.18, -1.57, 0.45], [0.20, -0.20, 0.04], [-2.11, 0.00, -0.13], [0.25, 1.02, -1.67], [1.18, -0.49, -1.80], [-0.60, -0.51, -1.90], [1.40, 1.49, 0.44], [1.29, 0.31, 1.76], [2.28, -0.05, 0.34], [-1.08, 0.37, 1.66], [-0.97, 2.77, 0.42], [-0.65, -2.05, 0.11], [1.01, -2.07, 0.14], [-2.94, 0.24, 0.30]], "orbital_gap_ha": [0.331, 0.375], "de_lowest_kj_mol": 642.1, "total_energy_ev": -8305.1378, "charge": 1, "e_lumo_ev": [-4.29, -4.24]}


{"formula": "C3H11N2O", "method": "the ωB97M-V functional and the def2-TZVPD basis", "symbols": ["C", "C", "C", "N", "N", "H", "H", "H", "H", "H", "H", "H", "H", "H", "H", "H", "O"], "xyz": [[0.36, 1.99, 0.21], [0.30, 0.50, 0.03], [-0.18, -0.16, -1.07], [-0.66, 0.45, -2.17], [0.52, -0.26, 1.32], [0.59, 2.26, 1.23], [-0.56, 2.50, -0.13], [1.15, 2.48, -0.38], [-0.19, -1.25, -1.06], [-0.37, 1.39, -2.38], [-1.05, -0.12, -2.92], [1.19, -1.01, 1.15], [-0.39, -0.58, 1.60], [0.96, 0.35, 2.02], [-1.16, -3.01, 0.42], [-0.05, -3.09, 1.35], [-0.47, -2.43, 0.76]], "orbital_gap_ha": 0.329, "de_lowest_kj_mol": 162.2, "total_energy_ev": -8310.1110, "charge": 1, "e_lumo_ev": -3.26}


{"formula": "C3H11N2O", "method": "the ωB97M-V functional and the def2-TZVPD basis", "symbols": ["C", "C", "N", "C", "N", "H", "H", "H", "H", "H", "H", "H", "H", "H", "H", "H", "O"], "xyz": [[-0.59, -0.15, -2.23], [-0.14, -0.03, -0.78], [-0.60, -1.09, 0.12], [-0.10, -1.40, 1.34], [0.51, -0.54, 2.09], [0.24, -0.09, -2.95], [-1.36, 0.63, -2.40], [-1.12, -1.08, -2.47], [-0.59, 0.87, -0.29], [0.94, 0.03, -0.64], [-1.49, -1.55, -0.13], [-0.01, -2.48, 1.51], [0.84, 0.32, 1.62], [0.85, -0.74, 3.04], [1.64, 2.43, 0.54], [0.18, 2.80, 0.85], [0.79, 2.05, 0.79]], "orbital_gap_ha": [0.387, 0.237], "spin_multiplicity": 2, "de_lowest_kj_mol": 201.7, "total_energy_ev": -8296.1173, "charge": 2, "e_lumo_ev": [-10.13, -14.10], "s2": 0.762}


{"formula": "C3H11N2O2", "method": "the ωB97M-V functional and the def2-TZVPD basis", "symbols": ["C", "N", "C", "O", "C", "N", "H", "H", "H", "H", "H", "H", "H", "H", "H", "H", "H", "O"], "xyz": [[0.72, -0.24, 1.19], [0.54, 0.74, 0.11], [1.34, 0.52, -1.13], [2.59, 0.79, -0.76], [-0.40, -1.30, 1.22], [-1.27, -1.39, 0.07], [1.70, -0.67, 1.09], [0.75, 0.33, 2.12], [0.78, 1.67, 0.42], [1.15, -0.53, -1.41], [0.87, 1.14, -1.90], [0.06, -2.27, 1.27], [-0.99, -1.24, 2.14], [-1.94, -0.63, 0.08], [-0.80, -1.38, -0.82], [-1.03, 1.66, -0.82], [-2.09, 1.15, -1.83], [-1.98, 1.67, -1.03]], "orbital_gap_ha": [0.374, 0.271], "spin_multiplicity": 2, "de_lowest_kj_mol": 49.0, "total_energy_ev": -10361.7517, "charge": 0, "e_lumo_ev": [0.79, -1.99], "s2": 0.757}


{"formula": "C3H11N2O2", "method": "the ωB97M-V functional and the def2-TZVPD basis", "symbols": ["O", "C", "N", "C", "N", "C", "H", "H", "H", "H", "H", "H", "H", "H", "H", "H", "H", "O"], "xyz": [[0.79, -1.31, 1.32], [0.48, -1.21, 0.15], [1.15, -1.66, -0.93], [-0.76, -0.37, -0.20], [-0.74, 0.83, 0.74], [-1.60, 0.70, 1.98], [1.77, -2.43, -0.76], [1.17, -1.00, -1.69], [-0.77, -0.03, -1.20], [-1.64, -0.94, 0.06], [-1.12, 1.59, 0.19], [0.23, 1.02, 1.01], [-2.27, -0.14, 1.82], [-2.25, 1.57, 2.03], [-0.98, 0.68, 2.87], [2.82, 0.42, -2.31], [1.79, 1.61, -2.53], [1.92, 0.66, -2.55]], "orbital_gap_ha": 0.397, "de_lowest_kj_mol": 154.0, "total_energy_ev": -10358.1562, "charge": 1, "e_lumo_ev": -3.45}